1.
Here is an isolated molecule of C5H6O from OMol25. Energies are from wB97M-V/def2-TZVPD.

Last column: Mulliken charge in e.
Cartesian coordinates (Å):
C1 -0.83953 -2.22230 -0.27272  -0.80
C2 0.22531 -1.50101 0.00254  0.46
C3 1.23564 -0.73265 0.19426  -0.21
C4 1.66664 0.52279 0.11948  -0.15
O1 0.87451 1.60150 0.32345  -0.35
C5 -0.53058 1.58743 0.15469  -0.66
H1 -0.80671 -3.09259 -0.92987  0.25
H2 -1.78871 -1.87272 0.14785  0.25
H3 2.70257 0.83702 -0.04515  0.36
H4 -1.08793 1.31671 1.06291  0.29
H5 -0.77834 2.62420 -0.10352  0.24
H6 -0.87288 0.93161 -0.65392  0.31

gap between HOMO and LUMO: 8.711 eV
2S+1: 1
charge: 0
energy relative to the best compared isomer or geometry (same formula, charge and spin): 3.4004 eV
SMILES: C=C=C=COC
lowest unoccupied orbital energy: 0.45 eV
HOMO level: -8.26 eV

***

2.
Here is a structure of composition C5H6O from OMol25. Energies are from wB97M-V/def2-TZVPD.

Last column: Mulliken charge in e.
Cartesian coordinates (Å):
O1 0.42169 1.54706 -1.93878  -0.52
C1 0.21256 0.75711 -1.05496  0.39
C2 1.09047 -0.34226 -0.47416  -0.52
C3 0.15880 -0.63859 0.70535  -0.47
C4 -1.26319 -0.57717 0.21355  -0.33
C5 -1.05244 0.66696 -0.24449  -0.27
H1 2.00237 0.10365 -0.08110  0.26
H2 1.36233 -1.14145 -1.18206  0.29
H3 0.32389 -1.42923 1.40431  0.41
H4 0.26143 0.41357 1.50960  0.14
H5 -2.11057 -0.88154 0.82392  0.27
H6 -1.40735 1.52188 0.31881  0.35

gap between HOMO and LUMO: 8.481 eV
2S+1: 1
charge: 0
energy relative to the best compared isomer or geometry (same formula, charge and spin): 3.7569 eV
lowest unoccupied orbital energy: -0.21 eV
HOMO level: -8.69 eV

***

3.
Here is an isolated molecule of C5H6O from OMol25. Energies are from wB97M-V/def2-TZVPD.

Last column: Mulliken charge in e.
Cartesian coordinates (Å):
C1 -2.60324 0.26780 -0.53604  -1.28
C2 -1.21052 -0.10082 -0.28940  1.12
C3 -0.06280 -0.41673 -0.08480  -0.18
C4 1.31420 -0.82283 0.19095  0.06
C5 2.27778 0.28467 0.54953  -0.98
O1 1.65077 -1.98637 0.11987  -0.51
H1 -2.83563 1.24513 -0.10233  0.30
H2 -2.80109 0.31666 -1.61154  0.29
H3 -3.28226 -0.47307 -0.10243  0.30
H4 2.54288 0.83920 -0.35795  0.27
H5 1.82540 0.99489 1.24757  0.32
H6 3.18450 -0.14854 0.97656  0.30

gap between HOMO and LUMO: 10.723 eV
2S+1: 1
charge: 0
energy relative to the best compared isomer or geometry (same formula, charge and spin): 1.4058 eV
SMILES: CC#CC(C)=O
lowest unoccupied orbital energy: 0.71 eV
HOMO level: -10.01 eV